# 1
The following is a DFT calculation (wB97M-V/def2-TZVPD) of 2 unconnected molecules or ions with the total composition C2H8NS.

Calculated values
HOMO energy (spin up / spin down)   4.03 / -0.22 eV
2S+1   2
Kohn-Sham gap (spin up / spin down)   0.1047 / 0.2612 hartree
Charge   -2
Energy relative to the best compared isomer or geometry (same formula, charge and spin)   29.8 kcal/mol

Geometry (Å):
S1 -1.75 2.23 -2.65
H1 -2.14 3.43 -3.14
C1 -0.61 -0.58 0.15
C2 0.56 -0.43 1.13
N1 1.77 -1.17 0.66
H2 -0.55 0.02 -0.81
H3 -1.42 0.05 0.65
H4 -1.09 -1.61 0.05
H5 0.36 -1.05 1.95
H6 0.81 0.69 1.25
H7 2.29 -0.48 1.16
H8 1.77 -1.08 -0.39

# 2
The following is a DFT calculation (wB97M-V/def2-TZVPD) of a single CH8N4O molecule.

Calculated values
HOMO energy   -7.52 eV
Kohn-Sham gap   0.3009 hartree
Charge   0
Energy relative to the best compared isomer or geometry (same formula, charge and spin)   79.2 kcal/mol

Geometry (Å):
N1 -2.18 1.00 0.04
C1 -0.36 -0.47 -0.32
O1 -0.59 -1.85 -0.40
N2 -1.12 0.25 0.57
H1 -1.12 -2.06 0.38
H2 -2.85 0.41 -0.44
H3 -1.83 1.69 -0.63
H4 -0.16 -0.12 -1.34
N3 1.12 -0.15 0.57
N4 2.03 0.67 -0.17
H5 2.61 0.09 -0.76
H6 1.45 -1.08 0.81
H7 0.38 0.44 1.19
H8 2.63 1.17 0.49

# 3
The following is a DFT calculation (wB97M-V/def2-TZVPD) of a single C18H29N3O molecule.

Calculated values
HOMO energy   -8.19 eV
Kohn-Sham gap   0.3256 hartree
Charge   0
Energy relative to the best compared isomer or geometry (same formula, charge and spin)   17.9 kcal/mol
SMILES string   CCN(CC)CCCNCC(=O)Nc1ccc2c(c1)CCC2

Geometry (Å):
C1 0.82 1.29 0.86
C2 2.14 0.91 0.21
N1 2.46 1.79 -0.91
C3 3.67 2.58 -0.70
C4 3.46 3.64 0.37
C5 2.41 1.14 -2.20
C6 0.98 0.74 -2.56
C7 0.88 0.14 -3.96
N2 -0.46 -0.22 -4.40
C8 -1.10 -1.25 -3.60
C9 -1.69 -0.70 -2.30
O1 -2.22 0.39 -2.26
N3 -1.55 -1.53 -1.23
C10 -1.88 -1.32 0.12
C11 -2.54 -0.17 0.55
C12 -2.83 0.00 1.90
C13 -2.47 -0.98 2.80
C14 -1.82 -2.13 2.36
C15 -1.52 -2.31 1.03
C16 -1.53 -3.04 3.52
C17 -2.44 -2.50 4.63
C18 -2.67 -1.02 4.29
H1 0.87 2.30 1.26
H2 0.01 1.26 0.14
H3 0.58 0.60 1.67
H4 2.09 -0.13 -0.14
H5 2.94 0.96 0.96
H6 4.53 1.94 -0.43
H7 3.91 3.07 -1.64
H8 4.34 4.28 0.42
H9 3.30 3.20 1.34
H10 2.60 4.25 0.11
H11 3.06 0.25 -2.25
H12 2.77 1.85 -2.95
H13 0.61 0.02 -1.83
H14 0.34 1.63 -2.50
H15 1.27 0.85 -4.70
H16 1.50 -0.77 -4.02
H17 -1.06 0.60 -4.39
H18 -1.93 -1.65 -4.19
H19 -0.38 -2.05 -3.42
H20 -1.09 -2.42 -1.40
H21 -2.82 0.58 -0.16
H22 -3.34 0.89 2.22
H23 -1.01 -3.20 0.69
H24 -1.72 -4.09 3.29
H25 -0.47 -2.94 3.80
H26 -2.02 -2.64 5.62
H27 -3.40 -3.03 4.60
H28 -3.65 -0.67 4.59
H29 -1.92 -0.39 4.77

# 4
The following is a DFT calculation (wB97M-V/def2-TZVPD) of a molecular structure, C21H56AsF6O21S7.

Calculated values
HOMO energy   -8.88 eV
Kohn-Sham gap   0.3859 hartree
Charge   -1
Energy relative to the best compared isomer or geometry (same formula, charge and spin)   50.1 kcal/mol

Geometry (Å):
As1 -0.70 0.41 0.15
F1 -1.75 1.61 0.87
F2 -1.90 0.32 -1.14
F3 0.29 -0.77 -0.68
F4 0.42 0.55 1.49
F5 -1.53 -0.89 1.01
F6 0.18 1.67 -0.72
O1 0.68 -1.37 5.69
S1 0.67 -2.66 5.05
O2 1.61 -3.65 5.45
O3 -0.82 -3.27 5.28
C1 -1.91 -2.34 5.25
C2 -2.44 -2.07 6.64
C3 0.58 -2.53 3.25
H1 -2.62 -2.84 4.59
H2 -1.65 -1.38 4.80
H3 -3.42 -1.59 6.65
H4 -1.78 -1.42 7.22
H5 -2.67 -2.95 7.24
H6 1.43 -1.95 2.89
H7 -0.34 -2.05 2.92
H8 0.73 -3.52 2.84
O4 -6.87 0.50 6.28
S2 -7.40 0.32 4.96
O5 -8.50 1.14 4.57
O6 -6.26 0.45 3.83
C4 -4.90 0.16 4.17
C5 -4.18 -0.35 2.93
C6 -7.83 -1.40 4.69
H9 -4.90 -0.66 4.91
H10 -4.45 1.03 4.64
H11 -4.05 0.44 2.20
H12 -4.76 -1.22 2.62
H13 -3.21 -0.70 3.26
H14 -7.03 -2.12 4.83
H15 -8.30 -1.41 3.71
H16 -8.67 -1.60 5.35
O7 1.43 6.37 -1.27
S3 0.13 5.79 -1.17
O8 -1.05 6.63 -1.10
O9 -0.03 4.85 -2.46
C7 -1.28 4.25 -2.83
C8 -0.97 3.04 -3.68
C9 0.04 4.63 0.24
H17 -1.83 4.99 -3.42
H18 -1.81 3.98 -1.92
H19 -0.60 3.24 -4.68
H20 -1.85 2.39 -3.74
H21 -0.27 2.41 -3.12
H22 0.80 3.86 0.15
H23 -0.97 4.23 0.15
H24 0.11 5.26 1.12
O10 0.99 -3.45 0.17
S4 0.75 -3.83 -1.19
O11 1.50 -3.30 -2.30
O12 0.95 -5.45 -1.25
C10 0.20 -6.22 -0.31
C11 -1.02 -6.85 -1.00
C12 -1.02 -3.65 -1.59
H25 -0.15 -5.70 0.59
H26 0.89 -7.02 -0.03
H27 -1.96 -6.30 -0.91
H28 -1.29 -7.83 -0.59
H29 -0.83 -7.01 -2.06
H30 -1.21 -2.63 -1.92
H31 -1.62 -3.94 -0.73
H32 -1.22 -4.32 -2.43
O13 7.39 1.82 -2.33
S5 6.71 3.08 -2.16
O14 6.96 4.19 -3.03
O15 5.14 2.77 -2.19
C13 4.21 3.86 -2.17
C14 2.86 3.28 -2.55
C15 6.90 3.53 -0.43
H33 4.50 4.63 -2.88
H34 4.16 4.32 -1.17
H35 2.58 2.51 -1.84
H36 2.93 2.92 -3.59
H37 2.15 4.10 -2.67
H38 6.31 2.87 0.19
H39 6.62 4.59 -0.36
H40 7.94 3.55 -0.10
O16 0.59 -1.56 -6.07
S6 0.50 -0.27 -5.39
O17 1.22 0.86 -5.89
O18 -1.06 0.16 -5.36
C16 -2.07 -0.86 -5.20
C17 -3.33 -0.27 -5.82
C18 0.76 -0.44 -3.59
H41 -2.22 -1.05 -4.14
H42 -1.79 -1.81 -5.66
H43 -3.40 -0.28 -6.90
H44 -3.54 0.73 -5.45
H45 -4.15 -0.89 -5.41
H46 1.65 -1.05 -3.42
H47 -0.06 -0.99 -3.16
H48 0.87 0.56 -3.20
O19 6.15 -0.54 -1.44
S7 5.23 -0.73 -0.35
O20 5.49 -1.71 0.69
O21 4.91 0.73 0.31
C19 4.10 0.80 1.49
C20 3.34 2.10 1.40
C21 3.61 -1.02 -1.05
H49 4.74 0.81 2.37
H50 3.46 -0.09 1.61
H51 3.92 3.01 1.22
H52 2.74 2.26 2.30
H53 2.66 2.12 0.54
H54 3.21 -0.03 -1.28
H55 2.96 -1.38 -0.26
H56 3.56 -1.56 -2.00

# 5
The following is a DFT calculation (wB97M-V/def2-TZVPD) of a molecular structure, I4Zn.

Calculated values
HOMO energy   -2.95 eV
Kohn-Sham gap   0.1058 hartree
Charge   -2
Energy relative to the best compared isomer or geometry (same formula, charge and spin)   153.9 kcal/mol

Geometry (Å):
Zn1 -0.08 0.01 -0.11
I1 -0.28 4.29 1.61
I2 -1.40 -2.41 3.20
I3 4.20 -1.73 -1.05
I4 -2.44 -0.16 -3.65

# 6
The following is a DFT calculation (wB97M-V/def2-TZVPD) of a molecular structure, C40H64BN8O5S4Sn.

Calculated values
HOMO energy   -9.01 eV
Kohn-Sham gap   0.2608 hartree
Charge   +1
Energy relative to the best compared isomer or geometry (same formula, charge and spin)   2.1 kcal/mol

Geometry (Å):
Sn1 1.03 0.05 0.37
C1 1.07 -3.02 2.44
C2 2.12 -3.36 1.39
O1 2.80 -2.16 1.05
C3 3.77 -2.27 0.01
C4 3.18 -2.58 -1.35
O2 2.24 -1.57 -1.69
C5 1.24 -1.99 -2.62
C6 0.24 -2.95 -2.00
O3 -0.11 -2.45 -0.72
C7 -0.91 -3.34 0.03
C8 -1.12 -2.74 1.41
O4 0.05 -2.15 1.98
H1 1.56 -2.51 3.26
H2 0.63 -3.96 2.82
H3 1.66 -3.81 0.51
H4 2.82 -4.08 1.82
H5 4.51 -3.04 0.26
H6 4.26 -1.30 -0.03
H7 2.71 -3.56 -1.35
H8 3.99 -2.59 -2.08
H9 1.70 -2.47 -3.50
H10 0.73 -1.09 -2.95
H11 0.66 -3.96 -1.90
H12 -0.64 -3.03 -2.65
H13 -0.42 -4.32 0.08
H14 -1.89 -3.47 -0.43
H15 -1.52 -3.51 2.08
H16 -1.84 -1.93 1.33
C9 -2.82 2.48 5.55
C10 -2.36 1.27 4.75
C11 -0.91 0.95 5.10
C12 -3.21 0.03 5.07
N1 -2.57 1.58 3.29
C13 -3.87 1.70 2.81
C14 -3.81 1.79 1.48
N2 -2.48 1.77 1.12
B1 -1.91 1.59 -0.32
N3 -1.14 2.88 -0.68
C15 -1.56 4.16 -0.37
C16 -0.60 5.01 -0.75
N4 0.44 4.27 -1.30
C17 0.08 2.95 -1.24
S1 0.93 1.56 -1.81
C18 1.75 4.94 -1.61
C19 2.45 5.20 -0.27
C20 1.44 6.26 -2.33
C21 2.68 4.13 -2.51
N5 -3.03 1.35 -1.34
C22 -3.38 2.20 -2.38
C23 -4.16 1.51 -3.23
N6 -4.30 0.22 -2.74
C24 -3.61 0.12 -1.55
S2 -3.55 -1.14 -0.42
C25 -4.98 -0.81 -3.59
C26 -4.37 -0.73 -5.00
C27 -6.47 -0.45 -3.63
C28 -4.82 -2.24 -3.10
C29 -1.73 1.65 2.23
S3 0.00 1.79 2.18
H17 -2.70 2.27 6.62
H18 -3.87 2.71 5.37
H19 -2.22 3.36 5.30
H20 -0.88 0.71 6.16
H21 -0.25 1.80 4.92
H22 -0.53 0.10 4.54
H23 -2.91 -0.36 6.05
H24 -3.05 -0.74 4.32
H25 -4.27 0.26 5.12
H26 -4.73 1.68 3.46
H27 -4.60 1.86 0.75
H28 -1.18 0.64 -0.31
H29 -2.51 4.35 0.11
H30 -0.56 6.08 -0.65
H31 1.85 5.85 0.37
H32 3.41 5.68 -0.44
H33 2.62 4.26 0.25
H34 0.95 6.99 -1.69
H35 0.82 6.08 -3.21
H36 2.38 6.71 -2.65
H37 3.09 3.26 -2.00
H38 3.50 4.78 -2.80
H39 2.17 3.79 -3.42
H40 -3.05 3.22 -2.43
H41 -4.64 1.85 -4.13
H42 -4.62 0.20 -5.51
H43 -4.76 -1.55 -5.61
H44 -3.29 -0.82 -4.95
H45 -6.63 0.54 -4.06
H46 -6.89 -0.48 -2.63
H47 -7.00 -1.18 -4.25
H48 -3.77 -2.50 -2.95
H49 -5.24 -2.90 -3.87
H50 -5.34 -2.42 -2.16
C30 7.79 1.74 4.37
C31 7.60 1.08 3.00
C32 6.28 1.44 2.33
N7 5.17 0.88 3.10
C33 3.93 0.78 2.67
S4 3.48 1.37 1.15
N8 2.99 0.17 3.48
C34 3.10 -0.57 4.66
O5 2.09 -0.88 5.24
C35 4.44 -1.02 5.13
C36 4.90 -0.62 6.38
C37 6.11 -1.09 6.85
C38 6.87 -1.97 6.09
C39 6.40 -2.38 4.84
C40 5.20 -1.90 4.35
H51 8.77 1.50 4.77
H52 7.05 1.39 5.10
H53 7.70 2.82 4.29
H54 7.66 -0.01 3.10
H55 8.41 1.39 2.33
H56 6.24 1.05 1.31
H57 6.17 2.52 2.26
H58 5.39 0.56 4.03
H59 2.02 0.33 3.21
H60 4.29 0.05 6.98
H61 6.47 -0.77 7.82
H62 7.81 -2.35 6.46
H63 6.99 -3.07 4.24
H64 4.84 -2.21 3.38

# 7
The following is a DFT calculation (wB97M-V/def2-TZVPD) of 7 unconnected molecules or ions with the total composition C38H97N7O12.

Calculated values
HOMO energy (spin up / spin down)   0.81 / -5.81 eV
2S+1   2
Kohn-Sham gap (spin up / spin down)   0.0496 / 0.2921 hartree
Charge   -1

Geometry (Å):
C1 -2.88 -5.71 1.37
O1 -1.71 -6.45 1.59
C2 -0.76 -5.72 2.44
C3 0.50 -6.51 2.68
N1 0.15 -7.77 3.42
C4 1.30 -8.55 3.85
C5 2.19 -9.19 2.75
O2 1.36 -10.27 2.29
C6 2.04 -11.19 1.49
H1 -3.50 -6.07 0.55
H2 -2.60 -4.71 1.03
H3 -3.51 -5.64 2.26
H4 -1.20 -5.52 3.42
H5 -0.53 -4.75 2.00
H6 1.35 -5.98 3.11
H7 0.78 -6.78 1.66
H8 -0.38 -8.32 2.77
H9 0.85 -9.40 4.37
H10 1.83 -7.91 4.55
H11 3.17 -9.49 3.10
H12 2.49 -8.63 1.86
H13 2.76 -11.77 2.06
H14 2.55 -10.77 0.63
H15 1.29 -11.98 1.37
C7 -2.78 -1.96 -10.69
O3 -2.31 -2.24 -9.31
C8 -3.49 -2.40 -8.44
C9 -3.06 -2.91 -7.07
N2 -2.47 -1.74 -6.25
C10 -2.02 -2.08 -4.87
C11 -0.59 -2.74 -4.89
O4 0.23 -2.01 -5.77
C12 0.68 -0.87 -5.15
H16 -2.05 -2.04 -11.50
H17 -3.40 -1.08 -10.84
H18 -3.55 -2.67 -11.00
H19 -4.16 -3.10 -8.96
H20 -3.98 -1.44 -8.32
H21 -2.30 -3.69 -7.02
H22 -3.97 -3.23 -6.57
H23 -1.66 -1.60 -6.85
H24 -2.74 -2.70 -4.34
H25 -1.88 -1.11 -4.39
H26 -0.54 -3.75 -5.29
H27 -0.19 -2.73 -3.88
H28 0.61 -0.78 -4.07
H29 0.10 -0.01 -5.48
H30 1.76 -0.84 -5.32
C13 -3.03 6.57 -2.56
O5 -2.79 6.23 -1.26
C14 -2.70 7.43 -0.48
C15 -2.13 7.11 0.93
N3 -3.24 6.49 1.65
C16 -3.09 6.15 3.06
C17 -1.94 5.22 3.59
O6 -0.69 5.97 3.64
C18 0.50 5.20 3.75
H31 -3.25 5.64 -3.07
H32 -2.24 7.07 -3.12
H33 -3.96 7.10 -2.75
H34 -3.60 8.03 -0.42
H35 -1.92 8.01 -0.98
H36 -1.74 8.04 1.33
H37 -1.29 6.43 0.77
H38 -3.51 5.75 1.02
H39 -4.05 5.65 3.19
H40 -3.17 7.08 3.63
H41 -1.74 4.37 2.95
H42 -2.06 4.91 4.63
H43 0.35 4.53 4.60
H44 1.29 5.93 3.91
H45 0.84 4.57 2.93
C19 2.70 1.46 2.85
O7 1.76 0.83 1.92
C20 2.14 0.94 0.57
C21 0.98 0.28 -0.27
N4 0.46 -0.99 0.26
C22 -0.78 -1.52 -0.30
C23 -2.04 -0.73 0.18
O8 -2.32 0.38 -0.71
C24 -3.57 1.03 -0.46
H46 2.57 2.54 2.88
H47 3.73 1.25 2.56
H48 2.38 1.13 3.84
H49 3.07 0.43 0.34
H50 2.41 1.97 0.33
H51 1.29 -0.01 -1.27
H52 0.12 0.92 -0.45
H53 0.54 -1.05 1.27
H54 -1.01 -2.45 0.22
H55 -0.81 -1.59 -1.39
H56 -1.86 -0.39 1.20
H57 -2.83 -1.49 0.19
H58 -3.78 1.34 0.57
H59 -4.42 0.41 -0.71
H60 -3.59 1.93 -1.07
C25 6.28 1.41 4.51
O9 7.70 1.38 4.59
C26 8.17 1.59 5.92
C27 9.71 1.74 5.71
N5 10.32 0.45 5.26
C28 10.31 0.25 3.83
C29 10.89 -1.06 3.42
O10 10.10 -2.12 3.98
C30 10.13 -3.30 3.19
H61 5.93 2.34 4.95
H62 5.73 0.58 4.96
H63 6.02 1.62 3.47
H64 7.90 0.66 6.41
H65 7.71 2.50 6.31
H66 10.23 1.80 6.67
H67 10.02 2.63 5.17
H68 9.75 -0.29 5.65
H69 10.86 1.00 3.25
H70 9.28 0.20 3.48
H71 11.94 -1.17 3.65
H72 10.88 -1.04 2.33
H73 9.69 -2.97 2.25
H74 9.85 -4.22 3.69
H75 11.15 -3.57 2.91
C31 -7.68 1.53 1.07
C32 -6.66 1.66 2.24
C33 -7.30 1.72 3.68
O11 -6.23 1.67 4.56
C34 -6.56 1.66 5.95
N6 -5.87 0.43 2.19
H76 -7.31 1.37 0.06
H77 -8.41 2.33 1.02
H78 -8.25 0.64 1.35
H79 -6.06 2.54 2.05
H80 -7.96 0.87 3.86
H81 -8.00 2.55 3.75
H82 -7.01 0.68 6.03
H83 -7.19 2.54 6.03
H84 -5.67 1.76 6.57
H85 -5.20 0.50 2.94
H86 -6.54 -0.19 2.63
C35 -0.55 3.66 -7.29
C36 -0.40 4.33 -5.95
C37 -0.72 3.31 -4.81
O12 -2.09 3.04 -4.97
C38 -2.54 1.89 -4.24
N7 0.88 4.95 -5.84
H87 0.12 2.80 -7.36
H88 -0.24 4.42 -8.01
H89 -1.52 3.22 -7.51
H90 -1.06 5.19 -5.86
H91 -0.46 3.77 -3.86
H92 -0.19 2.36 -4.86
H93 -2.11 0.93 -4.56
H94 -3.62 1.84 -4.37
H95 -2.26 2.09 -3.21
H96 1.48 4.35 -6.39
H97 0.88 5.84 -6.32